Entry 1:
Formula: C6H29NO8
Source: the OMol25 dataset
Level of theory: ωB97M-V/def2-TZVPD

Positions of all 44 atoms, in Å:
1 C -0.293999 -2.624496 -1.522416
2 C -0.184393 -2.269589 -0.039927
3 C -1.530252 -2.440467 0.650972
4 C 0.411195 -0.836831 0.151451
5 C 1.083806 -0.750366 1.524296
6 N -0.554524 0.277156 0.091758
7 C -1.158428 0.498907 -1.212659
8 O -1.365532 1.903673 -1.437411
9 H -0.568597 -3.665173 -1.687315
10 H -1.117223 -2.058424 -1.987160
11 H 0.611388 -2.401442 -2.077956
12 H 0.554870 -2.955821 0.422764
13 H -1.501567 -2.107869 1.691428
14 H -1.766959 -3.510591 0.689787
15 H -2.321711 -1.880233 0.168618
16 H 1.154443 -0.621601 -0.630448
17 H 1.787721 -1.567474 1.722205
18 H 1.682970 0.165886 1.607987
19 H 0.337155 -0.681853 2.318700
20 H -1.241158 0.181984 0.834530
21 H -0.536876 0.117352 -2.020970
22 H -2.164976 0.084627 -1.296977
23 H -0.526945 2.375954 -1.382864
24 O 3.809415 0.404010 -0.757371
25 H 4.727201 0.666646 -0.774128
26 H 3.829226 -0.579313 -0.714347
27 O 3.637841 -2.283194 -0.809210
28 H 2.765997 -2.530670 -0.483429
29 H 3.670187 -2.641540 -1.693078
30 O -3.326480 3.242448 -0.005360
31 H -4.173167 2.970892 -0.387836
32 H -2.625190 2.765910 -0.520321
33 O 1.427743 2.303970 -0.221884
34 H 2.253694 1.777321 -0.105012
35 H 0.756873 1.834621 0.310930
36 O -1.918679 3.271965 2.272471
37 H -2.581879 3.466224 1.578090
38 H -1.162593 2.924269 1.763810
39 O -2.485574 0.991363 3.504753
40 H -3.234282 1.073101 4.117258
41 H -2.283934 1.863237 3.106575
42 O 1.921059 0.985870 -2.630600
43 H 1.449861 1.507120 -1.949780
44 H 2.752273 0.752440 -2.179924

Cartesian forces, eV/Å:
C -0.8 0.1 -0.1
C 0.5 0.4 -0.4
C 0.5 -0.5 0.7
C 0.0 -0.1 0.7
C 0.5 0.6 0.0
N 0.1 -0.5 -0.5
C -0.2 0.8 0.3
O -0.3 -0.1 0.1
H 0.2 -0.2 0.1
H 0.3 0.0 0.1
H 0.2 0.0 -0.1
H -0.4 0.2 -0.1
H 0.1 0.0 0.0
H -0.3 0.3 -0.2
H -0.2 0.0 -0.3
H -0.1 -0.2 0.1
H -0.3 0.0 0.0
H -0.2 -0.1 -0.1
H 0.0 -0.3 0.0
H -0.1 0.0 -0.1
H 0.2 -0.1 0.2
H 0.0 -0.1 0.0
H 0.3 -0.1 0.0
O 0.0 -0.3 0.2
H 0.4 0.2 0.0
H -0.1 0.3 0.0
O -0.1 -0.1 0.4
H -0.1 0.0 0.1
H 0.1 -0.1 -0.5
O 0.0 -0.3 -0.6
H 0.3 0.1 0.2
H -0.5 0.2 0.2
O 0.5 -0.3 0.4
H -0.6 0.5 -0.1
H 0.2 -0.2 -0.3
O 0.6 0.1 -0.4
H 0.1 -0.2 0.1
H -0.4 0.3 0.3
O -0.2 -0.7 0.3
H 0.5 0.2 -0.5
H -0.4 0.1 0.3
O -0.3 0.0 0.0
H 0.5 -0.2 -0.4
H -0.3 0.2 -0.1

Values from the calculation:
net charge: 0
gap between HOMO and LUMO: 9.88 eV
max |F|: 0.97 eV/A
relative energy (zero: lowest compared OMol25 entry of this formula, charge and spin): 18.5 kcal per mole
SMILES: CC(C)[C@H](C)NCO.O.O.O.O.O.O.O

Entry 2:
Formula: C6H29NO9
Source: the OMol25 dataset
Level of theory: ωB97M-V/def2-TZVPD

Positions of all 45 atoms, in Å:
1 O 0.111037 -2.566306 -3.450460
2 C 0.962674 -2.611452 -2.589832
3 C 0.982536 -1.912340 -1.140939
4 C 1.329761 -0.485716 -1.568142
5 C 2.709951 0.042656 -0.848390
6 C 2.537922 0.679039 0.467498
7 C 3.330484 1.159039 -1.553721
8 N -0.202459 -1.874908 -0.341643
9 H 1.979426 -3.157699 -2.836443
10 H 1.773716 -2.451872 -0.534822
11 H 1.444655 -0.336917 -2.667112
12 H 0.563367 0.225629 -1.250387
13 H 3.336250 -0.795018 -0.885031
14 H 1.771433 0.048927 1.095133
15 H 3.410146 0.750591 1.107706
16 H 1.917793 1.554055 0.560879
17 H 3.703445 0.922099 -2.602653
18 H 4.136856 1.611400 -0.847950
19 H 2.622632 2.007715 -1.523910
20 H -0.944608 -1.596250 -0.875359
21 H -0.195484 -1.137260 0.400553
22 H -0.473523 0.542565 3.604322
23 H -0.851114 -0.744316 4.489944
24 O -0.638450 0.161495 4.562281
25 H -1.483549 -1.284397 -3.515537
26 H -2.468453 -2.474910 -3.382954
27 O -2.343242 -1.524649 -3.344622
28 H 0.132678 3.692467 -2.665493
29 H 0.504401 3.149302 -1.403768
30 O -0.123249 3.763474 -1.735295
31 H -3.013261 0.350343 2.467799
32 H -2.386402 0.665744 3.863266
33 O -2.345447 0.909228 2.837558
34 H -0.923859 3.292021 2.520850
35 H -0.773085 1.854955 2.298329
36 O -0.237625 2.571038 2.372769
37 H -0.364662 -2.157977 2.369415
38 H -1.565918 -2.323192 1.363477
39 O -1.318716 -2.180679 2.341368
40 H -1.180158 1.823316 0.137378
41 H -2.100860 0.819850 0.614105
42 O -1.278040 0.934550 0.139097
43 H -4.201724 -0.211724 0.075233
44 H -3.778766 -1.263571 0.873145
45 O -4.068510 -0.440345 1.002361

Cartesian forces, eV/Å:
O -2.3 1.0 -2.0
C 3.6 -2.4 3.5
C 1.3 -0.4 -2.2
C 2.5 2.2 1.1
C -2.6 0.3 -1.7
C -3.3 -3.0 4.1
C 2.1 2.2 -1.4
N 0.3 -0.9 3.1
H -1.3 0.9 0.7
H -0.5 0.9 -0.9
H 0.0 -0.3 0.7
H -0.1 -0.1 0.0
H 1.1 -1.3 0.5
H 1.5 0.4 -0.6
H 0.3 0.2 -0.2
H 0.3 1.0 -0.8
H -0.3 0.6 1.2
H -0.6 -0.9 -1.6
H 0.1 -0.3 -0.8
H -2.4 0.7 -2.1
H 0.6 -0.6 -1.1
H -0.5 -1.6 3.0
H -0.3 -1.6 -0.7
O 1.2 2.9 -1.6
H 3.5 -0.2 -0.6
H 0.9 0.1 -0.1
O -4.7 0.1 0.8
H -0.5 0.4 -0.1
H 0.8 -1.0 1.2
O -0.3 0.6 -1.0
H -0.8 -0.7 -0.8
H 0.5 0.9 -3.2
O -0.4 0.1 3.6
H 1.5 -1.2 -0.2
H -2.6 -3.7 -0.6
O 1.3 5.2 0.6
H 0.4 -0.2 -0.4
H 1.2 0.1 1.9
O -1.5 -0.2 -1.3
H 0.8 4.6 -0.2
H -0.3 -0.4 0.2
O -0.6 -4.1 -0.1
H -0.2 0.7 -0.1
H 2.0 -5.6 -0.1
O -1.7 4.8 0.0

Values from the calculation:
net charge: -1
spin multiplicity: 2
gap between HOMO and LUMO (alpha / beta): 2.33 / 7.05 eV
max |F|: 6.09 eV/A
expectation value of S²: 0.752
relative energy (zero: lowest compared OMol25 entry of this formula, charge and spin): 79.8 kcal per mole

Entry 3:
Formula: C6H2N2O2
Source: the OMol25 dataset
Level of theory: ωB97M-V/def2-TZVPD

Positions of all 12 atoms, in Å:
1 C 0.281771 0.453480 -2.121101
2 C -0.494236 0.498367 -1.182267
3 C -1.385793 0.893641 -0.123763
4 C -0.990201 0.224760 1.002145
5 N -0.889854 -0.524201 1.900692
6 C -2.125756 2.058905 -0.184063
7 N -2.927916 2.885795 -0.112784
8 H 1.047603 0.129616 -2.758882
9 H -0.095939 -0.713815 2.467444
10 O 3.665604 1.189783 0.145620
11 C 2.772265 1.071211 0.861287
12 O 1.858916 0.868389 1.545652

Cartesian forces, eV/Å:
C -1.1 -0.7 2.0
C 0.6 0.9 -1.9
C 2.9 -2.2 0.6
C -2.0 1.8 -1.7
N 0.0 -1.4 0.6
C -1.9 1.1 0.7
N 0.5 0.1 -0.3
H 0.4 0.1 -0.8
H 0.6 0.2 0.7
O 0.5 0.4 -0.2
C -0.4 -0.6 -0.2
O -0.1 0.2 0.3

Values from the calculation:
net charge: 0
gap between HOMO and LUMO: 9.07 eV
max |F|: 3.71 eV/A
relative energy (zero: lowest compared OMol25 entry of this formula, charge and spin): 0.0 kcal per mole
SMILES: C#CC(=C=N)C#N.O=C=O

Entry 4:
Formula: C6H30Fe2O18
Source: the OMol25 dataset
Level of theory: ωB97M-V/def2-TZVPD

Positions of all 56 atoms, in Å:
1 Fe 3.688146 -1.127032 1.766409
2 Fe -4.970844 -0.023722 -1.507511
3 C -1.361994 -1.213362 -0.352141
4 C -0.028034 -1.541792 0.139169
5 C 1.094746 -0.412762 0.097859
6 O 2.245096 -0.692362 0.441199
7 C 0.672156 0.929388 -0.161161
8 C -0.545624 1.168228 -0.653191
9 C -1.595674 0.065618 -0.797571
10 O -2.695144 0.173568 -1.440141
11 O -0.799114 2.374488 -0.877241
12 O 0.294656 -2.544322 0.726609
13 H -2.162674 -1.931222 -0.452131
14 H 1.360986 1.752338 -0.040011
15 O -0.104444 -4.669642 2.025559
16 H 0.052386 -3.841732 1.571459
17 H 0.491886 -4.649542 2.774029
18 O 2.282506 1.519318 -2.758171
19 H 2.232176 1.455688 -1.804411
20 H 2.595876 2.408588 -2.923171
21 O 3.250006 0.811948 2.574099
22 H 2.772226 1.115988 3.345809
23 H 3.505396 1.614098 2.118509
24 O 0.276406 4.507508 -3.244231
25 H -0.008764 4.053428 -2.451311
26 H 0.941886 5.125078 -2.940941
27 O -4.885104 -2.092862 -0.935611
28 H -4.579114 -2.755632 -1.554751
29 H -5.067534 -2.580722 -0.132521
30 O -0.778124 -3.482372 -2.613411
31 H -1.642984 -3.392292 -3.013591
32 H -0.935254 -3.374112 -1.675431
33 O 5.075206 -0.085862 0.420639
34 H 4.880036 -0.430012 -0.450971
35 H 5.786246 0.538948 0.278289
36 O 0.996676 4.589148 -0.326181
37 H 0.517016 3.774328 -0.177091
38 H 0.316876 5.260418 -0.385361
39 O -3.758974 2.634408 1.009669
40 H -3.651134 3.267628 1.719349
41 H -2.903854 2.607098 0.580419
42 O -2.797374 3.795628 -3.115791
43 H -2.371554 3.199968 -2.499271
44 H -2.842644 4.630758 -2.650251
45 O -2.698794 -2.907912 1.896859
46 H -2.237614 -3.746312 1.871829
47 H -2.088804 -2.286512 1.499359
48 O 0.046426 1.760178 2.569329
49 H 0.308536 2.656388 2.779869
50 H 0.299216 1.645118 1.653319
51 O 2.383826 -2.166322 3.040609
52 H 1.491896 -2.427192 2.811179
53 H 2.367906 -2.068652 3.992679
54 O 1.818776 -4.458982 -0.954511
55 H 1.234466 -3.758012 -0.665621
56 H 2.231556 -4.774002 -0.150391

Cartesian forces, eV/Å:
Fe -1.3 1.4 -0.9
Fe 3.3 -0.4 0.8
C 2.1 0.5 0.4
C -0.2 2.4 -0.2
C -2.9 2.5 -0.6
O 2.4 -1.4 0.9
C 3.9 -4.5 1.4
C -3.2 3.2 -1.1
C -0.3 -1.9 -0.4
O -3.2 1.7 -0.7
O -1.5 -1.0 -0.3
O 0.5 -0.7 0.1
H 0.2 -0.2 0.1
H 0.1 0.0 -0.1
O -0.2 -0.5 0.5
H -0.1 -0.1 -0.3
H 0.0 -0.5 0.3
O 0.1 -0.4 0.0
H 0.0 0.0 0.1
H 0.0 0.4 -0.3
O 0.5 -0.4 0.1
H -0.4 -0.1 0.5
H 0.2 0.3 -0.4
O -0.1 0.0 -0.4
H 0.0 -0.2 0.2
H 0.2 0.1 0.1
O -0.2 1.1 -0.6
H 0.2 -0.3 -0.5
H -0.2 0.0 0.9
O 0.2 0.2 0.0
H -0.1 0.0 -0.3
H 0.0 -0.2 0.2
O -0.6 -0.7 0.5
H -0.2 -0.1 -0.7
H 0.5 0.3 0.4
O 0.6 0.1 0.3
H -0.5 -0.3 -0.2
H -0.2 0.3 0.0
O -0.3 -0.4 -0.3
H -0.1 0.2 0.3
H 0.4 0.1 -0.2
O -0.5 -0.3 -0.1
H 0.3 -0.2 0.2
H 0.0 0.3 0.0
O -0.6 0.3 -0.2
H 0.3 -0.5 0.2
H 0.1 0.1 0.2
O 0.1 -0.2 0.6
H -0.1 0.4 0.2
H 0.0 -0.1 -0.3
O 0.7 0.1 0.1
H -0.5 -0.2 -0.7
H 0.2 0.1 0.6
O 0.3 0.1 -0.3
H -0.1 0.0 0.0
H 0.0 -0.3 0.2

Values from the calculation:
net charge: +2
spin multiplicity: 9
gap between HOMO and LUMO (alpha / beta): 5.93 / 4.75 eV
max |F|: 6.12 eV/A
expectation value of S²: 20.033
relative energy (zero: lowest compared OMol25 entry of this formula, charge and spin): 90.6 kcal per mole